i) Here is an isolated ion of composition C3H7N3 and charge +2 from the Open Molecules 2025 dataset. Energies are from ωB97M-V/def2-TZVPD.

The geometry in XYZ format:
```
13
Properties=species:S:1:pos:R:3
N -0.805 0.288 -1.778
C -0.317 0.104 -0.595
C 1.091 0.310 -0.142
N 1.149 -0.132 1.199
C -0.394 -0.542 1.579
N -1.065 -0.338 0.474
H -0.209 0.567 -2.559
H -1.790 0.137 -2.008
H 1.832 -0.204 -0.786
H 1.361 1.386 -0.216
H 1.918 -0.171 1.855
H -0.694 -0.888 2.554
H -2.076 -0.516 0.422
```

- SMILES = [NH2+]=C1CNC=[NH+]1
- charge = +2



ii) Here is an isolated ion of composition C3H7N3 and charge +2 from the Open Molecules 2025 dataset. Energies are from ωB97M-V/def2-TZVPD.

The geometry in XYZ format:
```
13
Properties=species:S:1:pos:R:3
C -2.058 0.664 -0.316
N -1.528 -0.322 0.222
C -0.287 -0.815 -0.171
N 0.802 -0.184 0.105
C 2.246 -0.220 -0.251
N 1.432 0.893 0.135
H -3.128 1.034 -0.093
H -1.344 1.350 -0.920
H -2.179 -0.913 0.824
H -0.306 -1.810 -0.510
H 2.959 -0.588 0.531
H 2.737 -0.305 -1.298
H 1.579 1.289 1.057
```

- SMILES = C=[NH+]/C=[N+]1/CN1
- charge = +2



Relative energies, in hartree, with the most stable structure set to zero: i) 0.0000; ii) 0.1502.



i) Here is a 4-piece molecular cluster, C2H14N2O3 overall from the Open Molecules 2025 dataset. Energies are from ωB97M-V/def2-TZVPD.

The geometry in XYZ format:
```
21
Properties=species:S:1:pos:R:3
N 0.415 1.141 -1.581
C 0.042 0.942 -0.184
C -0.768 -0.388 -0.140
N -1.302 -0.550 1.193
H 1.138 1.783 -1.818
H -0.342 1.141 -2.240
H -0.659 1.705 0.151
H 0.948 0.831 0.398
H -1.592 -0.320 -0.847
H -0.011 -1.097 -0.454
H -2.088 -1.167 1.324
H -0.631 -0.654 1.935
O -2.742 1.871 1.624
H -1.979 1.247 1.601
H -3.269 1.670 2.401
O 1.811 -1.333 0.930
H 2.237 -2.107 1.319
H 2.238 -1.227 0.057
O 2.534 -1.076 -1.907
H 2.209 -1.971 -2.017
H 1.812 -0.443 -1.747
```

- SMILES = NCCN.O.O.O



ii) Here is a 4-piece molecular cluster, C2H14N2O3 overall from the Open Molecules 2025 dataset. Energies are from ωB97M-V/def2-TZVPD.

The geometry in XYZ format:
```
21
Properties=species:S:1:pos:R:3
N -0.213 -2.361 0.943
C -0.251 -0.888 0.772
C 0.284 -0.084 2.065
N 0.084 1.350 1.996
H -0.760 -2.662 0.101
H 0.792 -2.704 0.728
H -1.297 -0.646 0.508
H 0.377 -0.626 -0.056
H -0.295 -0.523 2.921
H 1.348 -0.236 2.198
H -0.868 1.425 1.951
H 0.317 1.737 2.874
O -0.872 2.160 -0.340
H -0.554 2.170 0.612
H -0.897 2.510 -1.254
O 0.074 -1.681 -2.234
H 0.553 -0.829 -2.314
H -0.025 -2.042 -3.113
O 0.796 1.069 -2.285
H 1.691 1.464 -2.276
H 0.334 1.482 -1.596
```

- SMILES = NCCN.O.O.O



iii) Here is a 4-piece molecular cluster, C2H14N2O3 overall from the Open Molecules 2025 dataset. Energies are from ωB97M-V/def2-TZVPD.

The geometry in XYZ format:
```
21
Properties=species:S:1:pos:R:3
C 1.398 -0.538 2.527
N 1.845 -0.532 1.129
C 2.152 0.745 0.552
N 2.602 0.624 -0.820
H 1.179 -1.570 2.770
H 2.212 -0.155 3.158
H 0.455 -0.023 2.695
H 2.569 -1.218 0.985
H 2.987 1.237 1.077
H 1.249 1.358 0.653
H 1.889 0.445 -1.509
H 3.078 1.482 -1.052
O -0.953 -1.682 1.391
H -0.185 -1.409 0.865
H -1.590 -2.063 0.778
O -2.094 1.897 -2.897
H -2.420 1.007 -2.726
H -1.250 1.790 -3.353
O -4.635 -0.482 -2.149
H -5.350 -1.058 -2.457
H -5.140 0.147 -1.616
```

- SMILES = CNCN.O.O.O



Relative energies, in hartree, with the most stable structure set to zero: i) 0.0000; ii) 0.0532; iii) 0.0133.



i) Here is an isolated ion of composition C4H8NO and charge +1 from the Open Molecules 2025 dataset. Energies are from ωB97M-V/def2-TZVPD.

The geometry in XYZ format:
```
14
Properties=species:S:1:pos:R:3
C -1.543 -0.752 0.178
C -0.793 0.082 -0.904
C 0.225 0.866 -0.259
N 1.598 0.233 -0.154
C 2.922 0.145 0.242
O 2.267 -0.867 -0.508
H -2.047 -0.105 0.890
H -2.284 -1.361 -0.331
H -0.856 -1.405 0.706
H -0.358 -0.617 -1.621
H -1.518 0.733 -1.396
H 0.179 1.809 0.252
H 3.657 0.746 -0.291
H 3.135 -0.075 1.284
```

- SMILES = CC/C=[N+]1/CO1
- charge = +1



ii) Here is a 2-piece molecular cluster, C4H8NO overall from the Open Molecules 2025 dataset. Energies are from ωB97M-V/def2-TZVPD.

The geometry in XYZ format:
```
14
Properties=species:S:1:pos:R:3
C 2.812 -0.267 -0.128
C -0.374 1.335 -0.472
C 0.496 0.188 -0.077
C -1.762 -0.889 -0.449
N -0.681 -0.020 -0.723
O 1.725 -0.195 -0.694
H 3.551 -0.587 -0.761
H 2.750 -0.345 0.942
H -1.009 1.710 0.345
H -0.127 1.902 -1.417
H 0.912 0.473 1.582
H -1.692 -1.969 -0.656
H -2.293 -0.910 0.587
H -2.690 -0.546 -1.067
```

- charge = +1



Relative energies, in hartree, with the most stable structure set to zero: i) 0.0000; ii) 0.0798.



i) Here is a 4-piece molecular cluster, C3H11NO3S overall from the Open Molecules 2025 dataset. Energies are from ωB97M-V/def2-TZVPD.

The geometry in XYZ format:
```
19
C3H11NO3S | the Open Molecules 2025 dataset | ωB97M-V/def2-TZVPD
O 2.680 -1.004 0.113
C 1.550 -1.309 0.415
N 0.425 -1.116 -0.320
C -0.777 -1.545 0.275
C -1.612 -0.271 0.537
S -2.612 0.317 -0.864
H 1.390 -1.805 1.407
H 0.215 -0.064 2.423
H -1.278 -2.292 -0.340
H -0.563 -1.983 1.265
H -2.290 -0.157 1.384
H -0.850 0.485 0.643
H -1.628 0.929 -1.537
H 2.664 0.600 -0.643
H 1.410 1.424 -0.756
O 2.369 1.530 -0.735
H 0.106 1.398 1.750
H 1.254 2.005 1.117
O 0.289 2.126 1.146
```



ii) Here is a 3-piece molecular cluster, C3H11NO3S overall from the Open Molecules 2025 dataset. Energies are from ωB97M-V/def2-TZVPD.

The geometry in XYZ format:
```
19
Properties=species:S:1:pos:R:3
N -2.319 3.549 1.602
C -1.595 2.968 0.548
O -0.466 3.281 0.319
C -2.442 1.871 -0.280
C -1.931 0.522 0.342
S -1.814 -0.832 -1.034
H -3.163 3.592 2.015
H -1.975 4.375 2.013
H -2.401 1.900 -1.373
H -3.473 2.084 -0.029
H -1.043 0.557 0.904
H -2.599 0.088 1.088
H -2.153 -0.115 -2.009
O 3.534 -3.649 -0.866
H 4.035 -2.964 -0.564
H 3.373 -4.151 -0.114
O 5.886 -4.341 -0.636
H 5.558 -4.732 -1.450
H 4.989 -4.002 -0.475
```

- SMILES = NC(=O)CCS.O.O



Relative energies, in hartree, with the most stable structure set to zero: i) 0.1928; ii) 0.0000.



i) Here is one molecule with the formula C4H9N3O from the Open Molecules 2025 dataset. Energies are from ωB97M-V/def2-TZVPD.

The geometry in XYZ format:
```
17
Properties=species:S:1:pos:R:3
C 1.121 -1.707 0.024
C 0.814 -0.301 -0.410
N 1.812 0.621 -0.051
C 1.597 1.516 0.752
O 1.641 2.329 1.587
C -0.728 0.333 0.164
N -1.103 1.410 -0.747
N -1.641 -0.773 0.066
H 0.814 -1.824 1.068
H 0.532 -2.405 -0.569
H 2.187 -1.925 -0.051
H 0.593 -0.214 -1.474
H -0.710 0.618 1.227
H -0.520 2.236 -0.603
H -2.071 1.682 -0.620
H -2.519 -0.586 0.536
H -1.819 -1.009 -0.900
```

- SMILES = C[C@H](N=C=O)C(N)N



ii) Here is one molecule with the formula C4H9N3O from the Open Molecules 2025 dataset. Energies are from ωB97M-V/def2-TZVPD.

The geometry in XYZ format:
```
17
Properties=species:S:1:pos:R:3
H 2.177 -0.103 0.901
N 1.665 -0.278 0.041
C 1.191 0.775 -0.601
N 1.230 0.803 -1.943
C 0.115 1.549 0.117
N -0.905 0.528 -0.010
C -0.606 -0.600 0.642
C -1.442 -1.776 0.203
O -0.466 -0.630 2.032
H 1.831 0.153 -2.424
H 0.462 1.260 -2.409
H 0.409 1.787 1.154
H -0.182 2.452 -0.420
H -1.613 -1.734 -0.869
H -2.422 -1.723 0.679
H -0.963 -2.712 0.485
H -0.482 0.251 2.423
```

- SMILES = [H]/N=C(/N)C/N=C(/C)O



Relative energies, in hartree, with the most stable structure set to zero: i) 0.0000; ii) 0.0741.